This record from the Open Molecules 2025 dataset describes a 2-piece molecular cluster, C3H3ClS overall in a non-equilibrium geometry. The level of theory is ωB97M-V with the def2-TZVPD basis set.

As for the frontier orbital gap (spin up / spin down): 8.55 / 8.55 eV. As for the spin multiplicity: 1. Its charge is 0. The LUMO energy (spin up / spin down) is -0.8 / -0.8 eV. The SMILES is S=CCl.C#C. The HOMO energy (spin up / spin down) is -9.3 / -9.3 eV.

Element x y z (Å)
C 2.11502 -0.71132 1.36824
C 2.36026 -1.35540 0.41106
C -2.27688 1.08166 -1.04611
S -0.87408 1.96536 -0.89415
Cl -3.26696 0.67446 0.24463
H 1.80559 -0.40624 2.34587
H -2.54118 0.63066 -1.96843
H 2.67823 -1.87918 -0.46111

Atomic forces in eV per Å
-0.80 0.46 2.21
0.79 -0.90 -1.94
3.29 1.64 0.56
-2.13 -1.19 -0.31
-0.67 -0.18 0.52
0.14 0.39 -0.31
-0.47 -0.28 -0.76
-0.14 0.07 0.03

This record from the Open Molecules 2025 dataset describes C3H3ClS as an isolated structure in a non-equilibrium geometry. The level of theory is ωB97M-V with the def2-TZVPD basis set.

As for the frontier orbital gap: 8.84 eV. As for the spin multiplicity: 1. Its charge is 0. The LUMO energy is -0.5 eV. The HOMO energy is -9.3 eV.

Element x y z (Å)
C -0.65647 -0.75846 -0.76263
C -0.80221 -2.19591 -2.05510
C 0.08602 0.53436 0.03923
S -1.62218 -0.77348 -2.23962
Cl -1.19633 1.66852 0.53189
H -1.14919 -1.08556 0.07600
H 0.76091 1.07617 -0.52353
H 0.46764 0.24042 0.97636

Atomic forces in eV per Å
1.13 0.83 -0.38
1.20 2.07 1.58
-2.22 -2.10 -2.15
-0.08 0.46 0.39
-0.36 0.15 -0.22
-1.86 -1.37 1.28
1.46 0.95 -1.14
0.73 -0.98 0.63